A 2-piece molecular cluster, C5H7N overall, computed with ωB97M-V/def2-TZVPD.

XYZ file:
```
13
Properties=species:S:1:pos:R:3:lowdin_charge:R:1
H -1.617 -1.092 -2.743 0.070
C -0.643 -0.768 -2.358 -0.111
H 0.110 -1.468 -2.732 0.069
H -2.035 1.556 0.744 0.077
C 2.394 0.233 2.881 -0.014
H 0.630 1.401 2.041 -0.019
C 1.460 0.861 2.456 -0.018
H 3.226 -0.323 3.252 0.009
C -0.635 -0.739 -0.849 -0.159
C -0.900 0.333 -0.146 -0.199
N -1.059 1.365 0.512 0.117
H -0.425 0.218 -2.778 0.075
H -0.443 -1.655 -0.297 0.104
```

charge = 0
F_max = 0.60 eV/Å
multiplicity = 1
SMILES = CC=C=N.C#C
relative energy (zero: lowest compared OMol25 entry of this formula, charge and spin) = 82.1 kcal per mole
total energy = -6784.953 eV